# 1
Density functional theory data (the ωB97M-V functional and the def2-TZVPD basis) for a cluster of 2 separate species, C5H11NO5 in total at a distorted geometry.

Each line ends with the natural charge from an NBO analysis.
Positions of all 22 atoms, in Å:
C: 1.11276 -2.21590 -0.81072  -0.75
C: -1.83732 1.41577 -1.25994  -0.27
C: 0.07450 0.01913 2.79758  -0.24
C: -0.31331 -1.92621 -0.95294  0.44
C: -0.25263 0.84528 0.44057  0.73
N: 0.92645 1.11790 -0.04364  0.25
O: 1.02896 2.31765 -0.82273  -0.58
O: 2.07586 0.56387 0.19072  -0.59
O: -0.72381 -1.37113 -1.95219  -0.57
O: -1.32478 1.45562 0.08247  -0.49
O: -0.43324 -0.08492 1.42366  -0.52
H: 1.40529 -2.84094 -1.69321  0.24
H: 1.63256 -1.29131 -0.92561  0.28
H: 1.33152 -2.60968 0.16532  0.22
H: -2.30663 2.42550 -1.41912  0.20
H: -2.69093 0.63587 -1.38869  0.20
H: -1.04107 1.20203 -2.06990  0.22
H: -0.10360 0.98820 3.14992  0.19
H: 1.13351 -0.30824 2.87568  0.21
H: -0.56335 -0.64891 3.50091  0.20
H: -1.02869 -2.08732 -0.02907  0.12
H: 1.89796 2.39774 -1.25908  0.50

LUMO = 0.8 eV
Structure (SMILES) = COC(OC)=[N+]([O-])O.CC=O
2S+1 = 1
HOMO-LUMO gap = 0.3359 Eh

---

# 2
Density functional theory data (the ωB97M-V functional and the def2-TZVPD basis) for the molecule C4H4S at a distorted geometry.

Each line ends with the natural charge from an NBO analysis.
Positions of all 9 atoms, in Å:
C: -0.43952 -1.21532 -0.19322  -0.29
C: -0.11529 1.12030 0.17880  -0.47
C: 0.79078 0.50709 -0.93849  -0.15
C: 0.30229 -0.28488 0.49273  -0.21
S: 2.04891 -0.16859 0.11128  0.24
H: -1.49210 -0.87689 -0.27607  0.21
H: -0.22655 -2.26680 -0.32795  0.23
H: 0.25838 1.80585 0.89205  0.23
H: -1.12690 1.37925 0.06087  0.22

LUMO = 0.1 eV
2S+1 = 1
HOMO-LUMO gap = 0.3237 Eh

---

# 3
Density functional theory data (the ωB97M-V functional and the def2-TZVPD basis) for the ion C10H16N3 with charge +1 at a distorted geometry.

Each line ends with the natural charge from an NBO analysis.
Positions of all 29 atoms, in Å:
C: -2.57281 1.79504 0.42171  -0.29
C: -1.27670 1.55073 0.05767  -0.19
C: -3.45299 0.65540 0.28230  0.10
C: -0.85491 0.30605 -0.14290  0.03
C: -1.83163 -0.78390 -0.34437  0.41
C: 1.38741 -0.77304 0.64818  -0.02
C: 1.70023 0.62545 0.41850  -0.03
C: 0.59756 -1.37430 1.79236  -0.61
C: 2.93242 1.21574 -0.20735  -0.65
C: 0.91716 -0.16502 -1.78240  -0.41
N: -3.10824 -0.52487 -0.12537  -0.45
N: -1.53258 -2.08078 -0.81094  -0.82
N: 0.60230 -0.01284 -0.34510  -0.23
H: -3.00050 2.87537 0.58163  0.26
H: -0.55315 2.34536 0.09368  0.23
H: -4.52206 0.73956 0.64067  0.22
H: 2.20313 -1.33997 0.18927  0.23
H: 1.13644 1.26960 1.15718  0.23
H: -0.10290 -0.68538 2.12432  0.24
H: 1.36952 -1.49237 2.72299  0.25
H: 0.31951 -2.30525 1.48933  0.23
H: 3.25420 0.73723 -1.10201  0.24
H: 3.77578 1.08579 0.63790  0.27
H: 2.79304 2.35904 -0.27036  0.26
H: 0.01374 -0.28893 -2.35764  0.25
H: 1.39048 0.61671 -2.21054  0.22
H: 1.46389 -1.05171 -1.99460  0.22
H: -0.70213 -2.64682 -0.74480  0.40
H: -2.34620 -2.65187 -0.81931  0.42

LUMO = -2.5 eV
Net charge = +1
Structure (SMILES) = C[C@@H]1[C@@H](C)[N+]1(C)c1cccnc1N
2S+1 = 1
HOMO-LUMO gap = 0.3547 Eh

---

# 4
Density functional theory data (the ωB97M-V functional and the def2-TZVPD basis) for a cluster of 3 separate species, C7H14 in total at a distorted geometry.

Each line ends with the natural charge from an NBO analysis.
Positions of all 21 atoms, in Å:
C: 0.24336 -0.21262 -0.22952  0.28
C: -0.07491 1.08105 0.13518  -0.29
C: 2.05739 1.31799 0.35393  -0.79
C: 0.51807 -1.27199 0.79566  -0.69
C: 0.58082 -0.56308 -1.64869  -0.68
C: -2.03468 -0.08249 -0.29385  -0.30
C: -2.79221 -0.24151 0.77998  -0.48
H: -0.26655 1.82284 -0.62503  0.22
H: -0.33358 1.30913 1.15839  0.22
H: -2.47113 -0.13160 -1.29289  0.17
H: 1.57146 -1.55618 0.76512  0.23
H: 0.44482 0.28228 -2.32092  0.22
H: 2.71198 0.83147 -0.36403  0.19
H: 2.06130 2.39553 0.20916  0.20
H: 2.27849 1.03122 1.37797  0.19
H: -0.07596 -2.15712 0.56436  0.24
H: 0.27404 -0.93657 1.80183  0.22
H: 1.61207 -0.91248 -1.71836  0.23
H: -0.06495 -1.38074 -1.97405  0.24
H: -2.37308 -0.19549 1.78519  0.17
H: -3.86678 -0.42965 0.74060  0.19

LUMO (alpha / beta) = 0.9 / 0.9 eV
2S+1 = 1
HOMO-LUMO gap (alpha / beta) = 0.2711 / 0.2711 Eh

---

# 5
Density functional theory data (the ωB97M-V functional and the def2-TZVPD basis) for a structure of composition C15H26AlIO2P2Se at a distorted geometry.

Each line ends with the natural charge from an NBO analysis.
Positions of all 48 atoms, in Å:
C: -0.02579 0.34291 -5.42333  -0.84
C: -0.03306 0.80618 -4.08113  1.01
H: -0.01950 1.18429 -6.14502  0.38
H: -0.92819 -0.28500 -5.55954  0.36
H: 0.87384 -0.29044 -5.55141  0.36
O: -0.01880 1.45576 -3.10988  -0.26
I: -0.13670 -3.50635 -1.38337  -0.21
Al: -0.06216 -1.04744 -0.75068  0.67
P: 2.26265 -0.35863 -0.61362  0.92
C: 2.85975 0.90522 0.55266  -0.96
C: 3.25694 -1.79887 -0.10543  -0.94
H: 4.30181 -1.47207 -0.02656  0.25
H: 3.99737 0.18056 -2.15921  0.28
H: 3.16371 -2.60752 -0.83679  0.27
H: 2.54112 -0.43495 -3.02292  0.23
H: 2.43813 0.78421 1.56067  0.29
H: 2.90580 -2.16164 0.86813  0.29
C: 2.89970 0.21423 -2.21158  -0.97
H: 3.95288 0.80069 0.61452  0.27
H: 2.56395 1.24577 -2.38544  0.23
H: 2.61506 1.91041 0.18817  0.25
P: -2.35241 -0.27726 -0.66720  0.92
C: -2.93126 1.07008 0.41100  -0.96
C: -2.93659 0.21595 -2.31284  -0.97
H: -3.36195 -2.48523 -0.78536  0.27
H: -4.42126 -1.26255 0.01980  0.25
H: -3.03622 -1.98645 0.89479  0.29
C: -3.39806 -1.64731 -0.08278  -0.94
H: -2.58401 -0.48450 -3.08269  0.23
H: -4.03540 0.21669 -2.29638  0.28
H: -4.01636 0.94977 0.53930  0.27
H: -2.73414 2.04584 -0.04818  0.25
H: -2.57019 1.22481 -2.54673  0.23
H: -2.46223 1.05457 1.40435  0.29
C: -0.02499 1.13421 -0.59286  0.48
O: -0.00817 2.29098 -0.45954  -0.47
Se: -0.01620 -1.96804 1.68840  -0.12
C: 0.05367 -0.62123 3.01643  -0.24
C: -1.12154 -0.08277 3.57464  -0.25
C: -1.03077 0.82792 4.63449  -0.19
C: 0.20710 1.20346 5.16156  -0.20
C: 1.35865 0.55581 4.69793  -0.18
C: 1.29120 -0.34663 3.63238  -0.26
H: -2.07275 -0.44407 3.18513  0.21
H: -1.93948 1.21761 5.08661  0.23
H: 0.26183 1.89857 6.00743  0.24
H: 2.30605 0.74182 5.19843  0.23
H: 2.16699 -0.90940 3.30364  0.22

LUMO = -9.5 eV
Net charge = +2
2S+1 = 1
HOMO-LUMO gap = 0.1322 Eh

---

# 6
Density functional theory data (the ωB97M-V functional and the def2-TZVPD basis) for a cluster of 2 separate species, C5H12O in total at a distorted geometry.

Each line ends with the natural charge from an NBO analysis.
Positions of all 18 atoms, in Å:
C: -0.29368 2.74143 -0.18012  -0.61
C: -0.65023 1.25652 -0.09348  -0.38
C: 0.53161 0.29549 0.13212  -0.47
C: 0.16033 -1.03913 -0.49427  0.12
C: 0.20310 -1.26656 -1.82927  -0.10
H: -0.93306 3.33579 -0.83150  0.24
H: -0.38061 3.20816 0.79725  0.23
H: 0.70472 2.86031 -0.60549  0.21
H: -1.43844 1.07833 0.63865  0.24
H: -1.12792 1.00066 -1.05064  0.21
H: 0.82905 0.09862 1.15542  0.25
H: 1.34297 0.75488 -0.44059  0.27
H: 0.04756 -1.84179 0.23177  0.26
H: -0.19562 -0.65063 -2.63193  0.26
H: 0.44797 -2.26944 -2.19134  0.26
H: 0.50449 -3.60172 3.07542  0.49
H: 0.01456 -2.51627 2.15923  0.44
O: 0.23319 -3.44466 2.15877  -0.93

LUMO (alpha / beta) = -5.6 / -8.6 eV
Net charge = +1
2S+1 = 2
HOMO-LUMO gap (alpha / beta) = 0.3503 / 0.2395 Eh

---

Electronic energy for the records above, in order: -627.8607; -552.8156; -554.5867; -274.8853; -4361.3471; -272.5543 Eh
ΔE to the lowest compared entry with this formula, charge and spin for the records above, in order: 3.356; 4.799; 2.592; 6.284; 0.017; 1.713 eV